No. 1
The following is a DFT calculation (ωB97M-V with the def2-TZVPD basis set) of a cluster of 11 separate species, C19H60O11 in total at a distorted geometry.

The electronic energy is -1586.86686 Ha. The relative energy (zero: lowest compared OMol25 entry of this formula, charge and spin) comes out at 17.693 eV. The value obtained for the lowest unoccupied orbital energy is 0.4 eV. As for the SMILES: CC(C)O.CC(C)O.CC(C)O.CC(C)O.CO.CO.CO.CO.CO.CO.CO. As for the HOMO energy: -9.42 eV. The HOMO-LUMO gap is 9.824 eV.

Geometry as XYZ:
```
90
Properties=species:S:1:pos:R:3:forces:R:3:mulliken_charge:R:1
C 2.557444 2.392733 2.670000 -0.25 -0.07 2.29 -1.378
C 3.822444 1.613733 2.651000 1.40 0.57 -1.84 0.407
C 4.031444 1.180733 1.227000 3.88 -2.95 0.55 -0.150
O 4.971444 2.392733 3.036000 2.23 -1.04 1.27 -0.613
H 2.661444 3.295733 2.189000 -0.09 1.91 -1.82 0.433
H 2.327444 2.680733 3.670000 0.20 0.43 1.33 0.572
H 1.653444 1.840733 2.489000 -0.08 -0.53 -1.15 0.139
H 3.628444 0.832733 3.322000 0.38 -1.67 0.88 0.247
H 3.219444 0.625733 0.934000 -1.94 -1.69 -0.80 -0.547
H 5.018444 0.435733 1.061000 -2.50 1.99 0.58 0.290
H 4.096444 1.934733 0.499000 0.35 1.51 -0.53 0.272
H 5.856444 1.825733 3.202000 -3.55 1.56 -0.79 0.347
C -3.194556 -0.597267 4.713000 14.08 -4.72 4.04 -2.092
C -1.823556 0.106733 4.719000 1.31 1.00 3.26 0.560
C -1.026556 0.134733 3.426000 -0.18 1.31 -1.01 -0.673
O -1.942556 1.509733 5.169000 -0.19 0.16 1.15 -0.608
H -3.523556 -0.595267 5.614000 -2.34 -0.58 5.75 0.474
H -2.952556 -1.562267 4.247000 0.10 -0.73 1.15 0.429
H -3.764556 -0.377267 4.118000 -10.93 5.85 -11.11 0.756
H -1.237556 -0.312267 5.642000 -0.70 -0.12 -2.11 0.311
H -0.473556 1.067733 3.153000 -0.20 -0.37 1.33 0.042
H -1.754556 0.211733 2.639000 -0.54 -0.64 -0.76 -0.027
H -0.323556 -0.646267 3.194000 -0.09 -0.75 0.30 0.511
H -1.829556 1.582733 6.166000 -0.29 -0.42 -2.10 0.317
C -0.598556 -0.417267 -1.342000 -0.62 0.91 -0.06 -0.428
C 0.676444 -0.207267 -0.410000 -0.77 -2.63 -1.23 1.277
C 1.306444 -1.512267 0.217000 -12.32 0.68 -0.61 -1.834
O 1.670444 0.249733 -1.261000 1.48 -11.70 -2.74 0.021
H -0.247556 -1.047267 -2.272000 -0.92 1.18 1.86 -0.103
H -1.131556 0.572733 -1.686000 1.77 -1.51 0.29 -0.375
H -1.497556 -0.807267 -0.819000 0.78 -0.74 -0.19 0.366
H 0.672444 0.554733 0.316000 -1.31 0.85 1.40 0.031
H 1.495444 -2.066267 -0.553000 1.89 -3.74 -3.96 0.843
H 0.463444 -1.991267 0.943000 1.72 0.60 -1.96 0.035
H 1.894444 -1.195267 0.833000 7.76 2.92 6.26 0.356
H 1.649444 1.057733 -1.150000 0.43 13.02 1.06 -0.105
C 2.386444 3.428733 -3.071000 -3.19 1.57 -2.70 -1.437
C 1.201444 3.718733 -2.088000 0.76 -1.34 -1.70 0.185
C -0.106556 3.121733 -2.704000 0.11 -1.38 -1.55 -0.214
O 1.508444 3.066733 -0.810000 0.36 -0.23 -2.83 -0.410
H 2.603444 2.422733 -3.404000 0.00 -0.50 0.89 0.250
H 3.213444 4.011733 -2.843000 1.88 0.60 0.70 0.437
H 2.035444 3.884733 -4.113000 0.53 -0.63 1.97 0.345
H 1.079444 4.833733 -1.992000 0.22 -1.07 0.23 0.468
H -0.814556 3.271733 -1.941000 -1.27 -0.39 1.12 -0.120
H -0.024556 1.935733 -2.964000 -0.03 3.03 0.69 -0.046
H -0.625556 3.663733 -3.593000 1.62 -0.73 1.17 0.422
H 1.164444 3.628733 -0.155000 -0.89 0.97 1.81 0.183
C -1.268556 3.277733 0.877000 -5.03 -1.26 -3.06 -0.172
O -0.179556 4.005733 1.183000 1.66 0.93 -2.43 -0.593
H -1.254556 2.340733 0.159000 1.41 1.51 1.47 -0.192
H -2.137556 3.878733 0.168000 2.40 -0.75 2.16 0.110
H -1.816556 2.937733 1.739000 -0.24 -0.05 0.48 0.457
H 0.092444 4.125733 2.068000 -0.27 -0.34 1.58 0.314
C -0.080556 -3.372267 -4.764000 -0.38 2.54 -3.91 -0.355
O -1.222556 -3.329267 -5.733000 -0.64 -1.42 1.59 -0.558
H -0.014556 -4.333267 -4.515000 0.84 -4.08 1.14 0.397
H -0.500556 -2.881267 -3.918000 0.98 1.29 0.83 0.085
H 0.929444 -3.101267 -5.347000 -2.53 0.10 1.75 0.152
H -1.933556 -3.911267 -5.275000 1.73 1.57 -1.37 0.297
C -0.548556 -4.685267 -0.639000 1.73 3.32 1.64 -0.313
O -1.119556 -4.233267 0.631000 0.34 -1.51 0.03 -0.504
H 0.438444 -4.410267 -0.166000 0.23 -1.45 -2.07 0.216
H -0.678556 -3.953267 -1.482000 -0.33 -0.72 0.79 0.036
H -0.715556 -5.705267 -0.938000 -0.25 -0.34 0.29 0.311
H -1.927556 -3.777267 0.656000 -1.89 0.69 -0.72 0.233
C -3.959556 2.463733 -2.205000 -2.84 -3.89 7.67 -0.757
O -3.613556 1.052733 -2.330000 -1.21 1.33 4.63 -0.465
H -5.085556 2.562733 -2.091000 1.23 -0.22 0.67 0.288
H -3.853556 2.764733 -3.061000 1.73 4.25 -9.02 0.538
H -3.400556 3.039733 -1.450000 -0.17 -0.62 -0.26 0.072
H -3.352556 0.936733 -3.182000 1.22 -0.75 -3.67 0.276
C 3.432444 -1.233267 -4.396000 -0.36 3.96 4.11 -0.565
O 3.323444 -1.460267 -2.979000 -1.43 0.72 3.53 -0.574
H 2.478444 -1.397267 -4.718000 -2.28 0.04 -2.12 0.110
H 4.018444 -2.028267 -4.431000 3.13 -3.17 -2.53 0.385
H 3.900444 -0.219267 -4.516000 -0.50 -1.05 -0.77 0.199
H 2.649444 -0.980267 -2.369000 1.47 -0.36 -2.23 0.378
C -4.759556 -0.165267 0.750000 -0.34 1.26 0.70 -0.273
O -4.435556 -0.898267 -0.432000 -1.83 -4.60 4.53 -0.460
H -4.851556 -0.756267 1.758000 -0.28 0.99 -2.37 0.210
H -5.516556 0.669733 0.499000 -0.28 -1.98 0.83 0.294
H -3.967556 0.555733 0.846000 1.24 0.05 0.95 -0.094
H -4.262556 -0.199267 -0.931000 1.59 4.15 -4.67 0.345
C 1.112444 -5.797267 3.026000 -1.48 -0.82 3.32 -0.547
O 0.738444 -4.442267 2.628000 3.99 -1.31 1.54 -0.347
H 0.551444 -6.606267 2.297000 1.87 1.85 1.94 0.228
H 0.588444 -5.842267 4.201000 1.31 -0.67 -3.24 0.194
H 2.262444 -6.026267 3.318000 -2.65 0.89 -1.57 0.218
H -0.031556 -4.621267 2.176000 -2.93 0.15 -1.96 0.262
```
Forces are in eV/Å.

No. 2
The following is a DFT calculation (ωB97M-V with the def2-TZVPD basis set) of a cluster of 9 separate species, C16H30F4N3O16 in total at a distorted geometry.

The electronic energy is -2395.16712 Ha. As for the charge: +1. The relative energy (zero: lowest compared OMol25 entry of this formula, charge and spin) comes out at 0.000 eV. The value obtained for the lowest unoccupied orbital energy is -2.2 eV. As for the HOMO energy: -11.60 eV. The HOMO-LUMO gap is 9.377 eV.

Geometry as XYZ:
```
69
Properties=species:S:1:pos:R:3:forces:R:3:nbo_charge:R:1
N 0.682486 2.940979 3.214752 -0.16 -0.89 0.25 -0.913
H 0.429749 3.589700 3.952478 0.46 0.37 -0.20 0.417
H 0.298214 2.020329 3.508858 -0.35 -0.70 -0.24 0.486
H 1.676749 2.765164 3.095334 0.04 0.49 0.04 0.435
H 0.209130 3.154033 2.317410 -0.33 0.29 -0.27 0.493
N -3.337290 1.875983 3.557137 -0.57 -0.03 -0.15 -0.912
H -3.601725 2.227314 2.611958 0.40 0.56 -0.33 0.477
H -4.199627 1.668440 4.056025 0.16 -0.26 0.10 0.424
H -2.796820 2.541722 4.095541 0.01 0.19 -0.20 0.414
H -2.771276 1.015140 3.371062 0.14 -0.89 -0.03 0.477
N -1.203511 0.665670 0.241718 -0.46 0.76 1.12 -0.915
H -2.075691 0.239020 0.560657 0.47 -0.42 0.18 0.454
H -1.201952 1.643939 0.629888 0.10 0.06 -0.05 0.462
H -1.156970 0.676049 -0.777068 0.02 0.04 -0.02 0.444
H -0.359785 0.203550 0.574025 -0.27 -0.17 0.30 0.422
C -2.429255 5.220880 0.742795 0.94 -0.11 0.11 -0.734
C -2.381341 3.730447 1.070292 0.26 -0.35 -1.46 0.796
O -3.406172 3.023033 0.980501 -0.29 0.32 0.81 -0.753
O -1.225756 3.207604 1.237831 0.32 0.36 0.87 -0.855
H -2.229224 5.830294 1.627502 -0.72 -0.03 0.19 0.224
H -3.312079 5.488565 0.173112 -0.19 0.11 0.40 0.239
H -1.542354 5.482301 0.159828 -0.10 -0.36 -0.31 0.232
C -0.679155 -1.868575 4.322463 0.19 -0.11 -0.40 -0.729
C -1.057090 -0.596261 3.578273 -0.79 0.13 0.31 0.797
O -0.283808 0.390937 3.615912 0.43 0.46 0.09 -0.835
O -2.188519 -0.585579 3.004558 0.40 0.40 0.19 -0.788
H -1.577651 -2.468350 4.441074 0.14 -0.15 0.07 0.230
H -0.180761 -1.698994 5.274998 -0.18 0.31 0.03 0.230
H 0.063547 -2.409477 3.729496 -0.12 -0.09 -0.11 0.215
C 1.265063 -4.142059 0.798414 0.19 0.40 0.09 -0.128
C 0.722625 -2.740866 0.547796 1.42 0.29 0.94 0.425
O 0.975315 -2.510634 -0.811151 -0.33 -0.59 0.54 -0.486
C 1.357995 -3.667210 -1.409563 -0.76 0.26 1.34 1.003
O 1.576761 -3.712230 -2.573600 -0.11 -1.93 -0.18 -0.591
O 1.368082 -4.667628 -0.517004 0.03 -0.63 -0.92 -0.464
F 1.551134 -1.881635 1.254814 -0.65 0.15 -0.12 -0.345
H 0.655882 -4.723020 1.486523 -0.12 -0.33 -0.49 0.223
H 2.284905 -4.080205 1.180033 -0.13 0.16 0.24 0.217
H -0.307447 -2.559311 0.860135 -0.02 0.21 -0.38 0.194
C 4.768328 0.937511 -0.540648 0.74 0.79 0.66 -0.138
C 4.376305 2.113917 -1.416209 -0.01 -0.44 0.27 0.444
O 3.051500 2.387382 -0.973660 0.44 1.22 -1.17 -0.480
C 2.692531 1.598801 0.024505 -0.24 -1.38 0.49 0.992
O 1.675083 1.691469 0.646975 0.10 0.18 -0.02 -0.629
O 3.614632 0.638903 0.233533 -0.35 -0.05 -0.16 -0.469
F 4.424830 1.764644 -2.727819 -0.57 0.23 0.00 -0.324
H 5.502384 1.311222 0.177506 0.33 -0.47 -0.20 0.199
H 5.139561 0.116524 -1.146152 -0.21 -0.23 0.22 0.235
H 5.011992 2.988674 -1.286773 -0.27 0.13 -0.08 0.172
C 1.688619 -0.535103 -4.518194 -0.66 0.32 -0.21 -0.129
C 2.146452 -1.185584 -3.226010 0.39 0.41 -1.24 0.387
O 1.395634 -0.487556 -2.245896 0.24 -0.21 0.51 -0.497
C 0.304136 0.046262 -2.809570 1.31 1.07 -1.05 1.026
O -0.612913 0.513466 -2.207841 -0.06 0.00 -1.03 -0.630
O 0.474220 0.121686 -4.135421 -0.79 -0.02 0.36 -0.465
F 3.486749 -0.978399 -3.079262 0.03 0.26 0.62 -0.339
H 1.432469 -1.255754 -5.292621 0.21 0.06 -0.05 0.211
H 2.344938 0.253229 -4.883366 0.35 -0.31 0.02 0.220
H 1.962268 -2.260173 -3.171152 0.17 0.98 -0.02 0.223
C -3.096588 -3.018792 -3.241364 0.37 0.08 -0.82 -0.134
C -1.655186 -2.510108 -3.313329 -1.30 -1.18 0.23 0.430
O -1.487589 -2.112983 -1.976628 2.25 0.15 -0.16 -0.509
C -2.636748 -1.946734 -1.350710 -1.55 0.87 0.99 0.987
O -2.763622 -1.601445 -0.205204 0.29 -0.42 -1.03 -0.595
O -3.634799 -2.180468 -2.207039 -0.62 -0.89 -0.19 -0.465
F -1.590856 -1.481033 -4.196748 0.24 0.05 0.35 -0.326
H -3.149589 -4.077762 -2.985068 -0.02 0.09 0.33 0.203
H -3.587275 -2.887856 -4.202243 -0.30 0.34 0.23 0.231
H -0.889851 -3.252988 -3.528408 0.05 0.14 -0.20 0.185
```
Forces are in eV/Å.